Formula: C19H48N3O6S
Source: the OMol25 dataset
Level of theory: ωB97M-V/def2-TZVPD

Results
M   446.7 g mol⁻¹
Kohn-Sham gap   0.279 Eh
Total charge   +1
Multiplicity   1

CARTESIAN COORDINATES (ANGSTROEM)
1 C 3.102405 1.621977 -0.488513
2 O 2.388236 0.837260 -1.477536
3 C 2.874978 -0.509944 -1.559228
4 S 1.576382 -1.791195 -1.900870
5 C -0.103420 -1.285831 -1.295321
6 C -0.159310 -0.831614 0.241904
7 C -0.438498 0.722826 0.476065
8 O -1.745006 1.185541 0.029105
9 C -1.695715 1.783625 -1.257787
10 C -0.779874 3.015842 -1.680988
11 O -2.455678 1.281558 -2.131674
12 H 2.359055 2.355849 0.000734
13 H 3.938218 2.239310 -0.953109
14 H 3.533346 1.005465 0.378765
15 H 3.479497 -0.861150 -0.658538
16 H 3.601769 -0.541489 -2.459947
17 H 1.438526 -1.858178 -3.299346
18 H -0.524089 -0.535047 -2.039627
19 H -0.770828 -2.223611 -1.385134
20 H 0.801626 -1.177579 0.775590
21 H -1.021498 -1.407715 0.747771
22 H 0.436483 1.365104 0.084212
23 H -0.416355 0.883339 1.633894
24 H 0.313066 2.650296 -1.763295
25 H -1.053394 3.358849 -2.743375
26 H -0.859647 3.900741 -0.970269
27 C 7.671941 -3.768253 -5.301099
28 C 6.746022 -2.641146 -5.750178
29 C 6.461722 -1.602871 -4.645505
30 O 5.521923 -2.032810 -3.661003
31 C 6.078084 -2.837895 -2.631593
32 N 5.504970 -3.226307 -6.274524
33 H 7.173242 -4.491494 -4.653923
34 H 8.042922 -4.320685 -6.168016
35 H 8.539243 -3.372384 -4.766031
36 H 7.249138 -2.117742 -6.569262
37 H 6.006734 -0.725837 -5.119479
38 H 7.387035 -1.253237 -4.173034
39 H 7.098303 -2.539782 -2.378098
40 H 6.046889 -3.889649 -2.919511
41 H 5.452919 -2.723604 -1.742585
42 H 4.927773 -2.479816 -6.658334
43 H 4.965909 -3.561241 -5.475490
44 C -6.749387 0.078635 1.907423
45 C -5.961073 -0.290042 0.653511
46 C -5.814171 -1.810995 0.444647
47 O -4.840300 -2.427648 1.282647
48 C -5.303969 -2.746486 2.585699
49 N -4.653394 0.375401 0.701116
50 H -6.174009 -0.061750 2.823941
51 H -7.042225 1.131441 1.874094
52 H -7.663511 -0.515970 1.983878
53 H -6.515260 0.106415 -0.203288
54 H -5.463020 -1.975767 -0.580329
55 H -6.779454 -2.324321 0.526600
56 H -6.354903 -3.046503 2.587979
57 H -5.145623 -1.902512 3.259560
58 H -4.705167 -3.579681 2.958706
59 H -4.167187 0.202185 -0.177481
60 H -4.086205 -0.118585 1.390676
61 C -2.873577 3.868727 5.572828
62 C -1.379181 3.842420 5.264179
63 C -1.059092 3.429898 3.812923
64 O -1.173616 2.031946 3.560310
65 C -2.495631 1.590822 3.294840
66 N -0.708808 2.967724 6.234901
67 H -3.297737 2.870407 5.689958
68 H -3.056948 4.403606 6.508220
69 H -3.427151 4.384427 4.783554
70 H -1.002889 4.860734 5.405488
71 H -0.008698 3.676237 3.618823
72 H -1.650020 4.005502 3.090278
73 H -3.077054 2.335756 2.746453
74 H -2.997117 1.322955 4.226314
75 H -2.429623 0.686668 2.686090
76 H 0.297168 3.023767 6.085763
77 H -0.936209 2.005112 5.983882

Cartesian forces (eV/Å) of the 2 atoms listed first:
0.15 1.22 1.32
0.57 -1.53 0.99